# 1
C4H2NO3 | ωB97M-V with the def2-TZVPD basis set

Output
Total charge: -1
Relative energy (zero: lowest compared OMol25 entry of this formula, charge and spin), kJ/mol: 56.2
Multiplicity: 1
E_LUMO, Eh: 0.1325
Gap between HOMO and LUMO, Eh: 0.29123

The geometry in XYZ format:
```
10
Properties=species:S:1:pos:R:3:forces:R:3
O -1.1919 3.0174 0.0730 0.310 -1.151 -0.032
C 1.2140 0.6247 0.1668 0.232 0.036 0.029
N -3.0246 0.5894 -0.8059 1.096 1.024 -0.771
O 2.0464 1.4994 0.3220 0.055 0.149 0.030
H 1.5370 -0.4348 0.0936 0.026 0.050 0.035
C -0.2066 0.7548 0.0406 0.156 -1.117 -0.038
C -3.6974 -0.0028 -0.0499 -0.311 -0.352 -0.040
H -0.8007 -0.1280 -0.1194 -0.222 0.100 -0.076
O -4.4023 -0.6489 0.6775 -0.696 -0.573 0.914
C -0.8270 1.9203 0.0364 -0.646 1.835 -0.050
```
Forces are in eV/Å.

natural (NBO) atomic charge list, values in e, 4 entries:
1. O -0.44
2. C 0.40
3. N -0.84
4. O -0.61

# 2
C9H8N2O | ωB97M-V with the def2-TZVPD basis set

Output
Relative energy (zero: lowest compared OMol25 entry of this formula, charge and spin), kJ/mol: 453.2
Multiplicity: 1
SMILES string: Nc1cccc2c(=O)[nH]ccc12
E_LUMO, Eh: 0.0013
Gap between HOMO and LUMO, Eh: 0.29164

The geometry in XYZ format:
```
20
Properties=species:S:1:pos:R:3:forces:R:3
H 1.8267 3.0691 -0.2271 -1.136 -2.744 0.489
O -2.4745 1.4635 0.5433 1.319 -2.510 0.085
H 0.6377 -2.2948 -1.0750 -2.671 -0.293 1.939
H -0.6933 2.7305 -0.7812 0.897 -0.610 0.325
C -0.2100 -1.6693 -0.4858 1.092 -5.170 -0.726
N -2.3849 -0.8327 0.1166 1.137 -1.290 0.921
H -1.9770 -3.0125 0.0541 0.689 1.477 -0.862
H 2.5786 -2.1248 1.3040 -2.056 1.775 -3.034
C -1.8109 0.4233 0.3046 -1.886 1.289 -2.682
C -0.4121 0.5382 -0.2377 -1.061 4.090 -0.175
C 2.2951 0.9491 0.2906 -1.158 -2.186 -1.897
H 3.4341 -1.0442 0.7094 0.151 -0.943 -1.287
C 0.0126 1.9091 -0.5528 0.990 -3.012 2.427
C -1.5168 -1.9936 -0.1122 0.733 1.812 -0.910
H 3.3115 1.0099 0.7747 -1.355 0.903 -0.672
C 1.3376 1.9498 -0.1400 3.007 5.344 -0.806
H -3.4110 -0.9492 0.0932 1.083 0.241 0.520
C 0.4928 -0.4771 -0.3342 -1.086 0.914 0.548
N 2.6022 -1.5527 0.3140 3.367 0.219 2.647
C 1.9064 -0.3617 -0.1012 -2.055 0.694 3.148
```
Forces are in eV/Å.

natural (NBO) atomic charge list, values in e, 4 entries:
1. H 0.21
2. O -0.62
3. H 0.25
4. H 0.26

# 3
C14H28O2 | ωB97M-V with the def2-TZVPD basis set

Output
Relative energy (zero: lowest compared OMol25 entry of this formula, charge and spin), kJ/mol: 7.0
Multiplicity: 1
SMILES string: CCCCCCCCCCCCCC(=O)O
E_LUMO, Eh: 0.0258
Gap between HOMO and LUMO, Eh: 0.41127

The geometry in XYZ format:
```
44
Properties=species:S:1:pos:R:3:forces:R:3
H -1.5206 -0.3433 -0.3135 -0.054 0.100 -0.004
H 1.2541 0.5157 -1.7785 -0.040 0.083 -0.092
H -0.9678 -3.0608 -1.5766 0.079 -0.049 0.047
H 2.5633 0.5492 0.9653 0.029 -0.066 0.082
H 2.9035 3.0776 0.6066 -0.084 0.021 0.080
H 4.9389 3.8337 -0.6068 0.052 -0.052 -0.051
H 0.5536 -1.2001 0.6449 0.034 -0.093 0.057
O -1.2671 -2.4772 2.8186 0.120 -0.166 -0.032
H 4.0537 3.7846 -2.1294 0.075 -0.052 -0.024
H 0.5989 1.1646 -0.2761 -0.064 0.086 -0.064
O -2.2752 -0.4995 2.6530 -0.195 0.721 -0.039
C 3.4629 5.3816 -0.8197 0.168 -0.169 -0.085
H -4.8607 -1.8737 -0.2551 -0.009 0.094 0.061
C -3.8351 -2.0452 0.0773 0.053 -0.206 -0.180
H -1.3671 -0.1599 2.6970 -0.007 -0.318 0.024
H -3.0142 -3.7790 1.0884 -0.012 -0.076 0.017
H 3.3741 5.5838 0.2458 -0.033 0.073 0.101
C -3.8326 -3.0703 1.2215 -0.027 0.208 0.050
H 2.0093 3.0488 -0.9145 -0.115 0.044 0.039
H -4.4013 -1.6180 2.7370 -0.029 -0.046 0.039
C 1.2042 0.3599 -0.6983 0.204 -0.348 0.278
C -2.9914 -2.4957 -1.1176 0.043 0.023 0.126
C -3.6679 -2.4116 2.5986 0.009 -0.131 -0.101
H -4.7628 -3.6400 1.2154 0.043 -0.054 0.004
C -0.9163 -1.0241 -0.9168 0.224 -0.365 0.169
C -1.4871 -2.4397 -0.8433 -0.231 0.205 -0.167
H 4.1587 6.0990 -1.2482 0.007 0.157 -0.008
C 0.5295 -0.9836 -0.4263 -0.239 0.419 -0.201
C 2.9973 2.9172 -0.4703 0.414 -0.143 -0.274
C 3.4954 1.4978 -0.7313 -0.210 0.016 0.325
H 1.0970 -1.7709 -0.9279 0.068 -0.077 0.036
H 3.5591 1.3355 -1.8103 0.067 -0.021 -0.062
H -1.2740 -2.8566 0.1425 0.071 -0.101 0.053
C 3.9503 3.9576 -1.0555 -0.301 0.096 0.166
H -3.2750 -3.5173 -1.3808 -0.068 -0.019 -0.078
C -2.2792 -1.8379 2.7129 0.058 -0.193 0.149
H 2.4879 5.5327 -1.2785 -0.107 0.068 -0.026
H 4.5055 1.4005 -0.3254 0.080 0.023 -0.074
H 3.1005 -0.5562 -0.2958 -0.009 -0.067 0.081
H -3.7885 -3.1663 3.3769 0.049 0.092 0.056
C 2.6179 0.4079 -0.1166 0.008 0.160 -0.334
H -3.4537 -1.0898 0.4386 -0.044 0.108 -0.007
H -0.9603 -0.6706 -1.9501 -0.054 0.065 -0.043
H -3.2174 -1.8604 -1.9771 -0.021 -0.049 -0.093
```
Forces are in eV/Å.

natural (NBO) atomic charge list, values in e, 4 entries:
1. H 0.19
2. H 0.19
3. H 0.20
4. H 0.19

# 4
C9H6ClNO4Ru | ωB97M-V with the def2-TZVPD basis set

Output
Total charge: +3
Relative energy (zero: lowest compared OMol25 entry of this formula, charge and spin), kJ/mol: 0.0
Expectation value of S²: 8.787
Multiplicity: 6
E_LUMO (spin up / spin down), Eh: -0.4492 / -0.6044
Gap between HOMO and LUMO (spin up / spin down), Eh: 0.26888 / 0.19839

The geometry in XYZ format:
```
22
Properties=species:S:1:pos:R:3:forces:R:3
O 0.0504 -3.1503 -2.0792 -0.030 6.178 -0.167
C 1.9563 -0.0019 -1.7633 9.514 -0.157 3.243
N 0.0054 -0.0391 0.7282 -0.040 2.186 -0.828
O 3.0815 0.0135 -1.4645 -5.549 -0.008 -1.644
H -0.1020 -2.2223 3.3065 0.019 0.500 -0.217
C -1.9062 -0.0179 -1.8299 -10.134 -0.252 3.004
C -0.0389 -0.0465 3.4892 -0.073 -2.114 0.598
C -0.0477 -1.1957 1.3801 0.036 -0.603 0.931
H 0.0319 2.0503 0.8055 0.052 0.483 -0.211
Cl 0.0219 2.6208 3.7645 -0.006 -1.704 -1.673
C 0.0192 1.1495 1.3791 -0.014 -1.953 -0.309
O -3.0488 -0.0140 -1.5797 6.084 0.049 -1.523
Ru 0.0347 0.0330 -2.3992 0.172 -0.253 -3.146
H 0.0350 -0.3743 -4.4132 0.000 -0.490 -0.039
H -0.0799 -2.1475 0.8335 0.036 0.556 -0.062
C -0.0631 -1.2561 2.7854 -0.021 0.963 0.895
H -0.0641 -0.0789 4.5829 0.039 0.179 -0.332
C 0.0428 -1.9807 -2.1316 0.013 -10.278 0.022
C 0.0198 1.9663 -1.9754 -0.100 10.214 0.761
H 0.0329 0.3931 -4.4066 0.002 0.570 -0.066
C 0.0045 1.1756 2.8095 -0.034 1.560 1.380
O 0.0144 3.1233 -1.8218 0.037 -5.627 -0.617
```
Forces are in eV/Å.

natural (NBO) atomic charge list, values in e, 4 entries:
1. O -0.24
2. C 0.46
3. N -0.50
4. O -0.22

# 5
C6H8BN | ωB97M-V with the def2-TZVPD basis set

Output
Relative energy (zero: lowest compared OMol25 entry of this formula, charge and spin), kJ/mol: 0.0
Multiplicity: 1
SMILES string: NB1C=CC=CC=C1
E_LUMO, Eh: 0.0193
Gap between HOMO and LUMO, Eh: 0.32950

The geometry in XYZ format:
```
16
Properties=species:S:1:pos:R:3:forces:R:3
C 0.1902 -1.8888 0.8746 1.701 -0.706 -1.189
H 1.3297 2.3461 -2.1125 -1.445 -1.196 2.351
C -0.7803 -1.1649 1.4253 -1.476 0.195 0.058
N 0.6452 2.1731 -1.2823 3.961 -1.517 -4.103
H 1.8774 -0.2413 -1.5389 -1.043 -0.161 -0.397
H -1.5801 1.9606 0.2457 -1.027 0.339 -0.319
H -1.3586 -1.6566 2.1763 -0.072 -0.392 0.675
H -2.4562 0.3372 1.4761 1.826 -0.916 0.338
B 0.2396 1.0119 -0.6735 -1.251 -2.120 0.727
C 1.0449 -1.4908 -0.2479 -1.089 -2.280 -0.242
C 0.9623 -0.3554 -0.9027 2.177 3.104 -1.045
C -1.0907 1.0136 0.1687 2.999 1.018 -0.551
H 1.6312 -2.2549 -0.8321 -0.191 0.407 1.586
C -1.4055 0.0965 1.0667 -2.519 -0.199 0.566
H 0.3202 3.0172 -1.0657 -2.097 3.899 1.252
H 0.4307 -2.9035 1.2222 -0.454 0.526 0.293
```
Forces are in eV/Å.

natural (NBO) atomic charge list, values in e, 4 entries:
1. C -0.19
2. H 0.39
3. C -0.22
4. N -1.01

# 6
C14H20N2Ti | ωB97M-V with the def2-TZVPD basis set

Output
Relative energy (zero: lowest compared OMol25 entry of this formula, charge and spin), kJ/mol: 0.0
Expectation value of S²: 2.020
Multiplicity: 3
E_LUMO (spin up / spin down), Eh: 0.0171 / -0.0032
Gap between HOMO and LUMO (spin up / spin down), Eh: 0.21393 / 0.29919

The geometry in XYZ format:
```
37
Properties=species:S:1:pos:R:3:forces:R:3
H 2.6671 -1.1667 -2.7857 -0.164 -0.008 -0.173
C -1.8795 3.0207 -1.7809 1.118 -0.165 -1.020
H 1.1537 -1.7391 -3.5673 0.194 0.016 0.110
H -3.6470 3.8622 -0.8435 0.309 -0.210 0.043
H 3.2236 0.9517 0.6529 -0.262 0.257 0.033
C 2.2165 1.4020 0.6575 1.239 1.228 0.575
H 0.3921 -2.1753 -0.3362 0.408 -0.093 -0.336
H -1.9158 3.6807 -2.6518 0.077 -0.262 0.335
C -2.7726 2.2872 0.3391 -0.511 0.770 -0.472
H 2.7177 -2.2872 -4.1465 -0.026 0.116 0.137
H 3.0272 -3.1840 -1.6266 -0.268 -0.248 -0.098
C -1.7570 1.3308 0.4326 0.072 -0.379 0.513
C 2.1608 -2.0209 -3.2391 0.350 -0.760 -0.548
H 2.2096 -1.8176 -0.5682 -0.670 0.127 0.103
C 1.1740 -1.4715 -0.6542 -0.099 -0.760 0.099
H 1.2397 -3.2805 -1.6690 0.655 -0.164 -0.463
Ti 0.7171 0.2489 0.0252 2.124 0.445 -0.028
H -2.6103 -0.2993 4.7427 0.160 0.012 -0.266
C -0.7997 -1.0406 3.8129 1.456 -0.785 -0.298
C -0.8694 2.0779 -1.6641 -1.477 0.331 0.696
C 0.0172 -0.9842 2.6897 -1.233 0.566 0.243
H 0.9504 -1.0641 -1.6817 -0.013 -0.548 0.679
H 2.1996 2.3062 0.0101 0.231 -0.202 0.375
N -0.3378 -0.2265 1.6137 -0.824 -0.539 1.065
C -1.9783 -0.3019 3.8553 -0.745 1.072 -1.037
C -1.5190 0.4890 1.5986 0.352 0.501 -0.356
H -3.4733 2.3834 1.1684 0.063 0.083 -0.380
C -2.3133 0.4667 2.7456 -0.641 -0.040 1.067
C -2.8422 3.1280 -0.7697 -0.565 -0.606 1.297
H 0.9648 -1.5216 2.6076 -0.327 0.195 0.050
H -0.0769 1.9444 -2.3948 -0.147 0.096 -0.002
H 1.9462 1.6990 1.6926 0.300 0.108 -0.412
H -3.1827 1.1144 2.7658 -0.068 -0.247 0.136
H 2.1870 -4.1799 -2.8203 0.206 0.170 -0.222
H -0.5005 -1.6367 4.6670 0.039 -0.005 -0.123
N -0.8356 1.2318 -0.5997 -1.368 0.938 -0.458
C 2.1463 -3.2274 -2.2780 0.054 -1.010 -0.866
```
Forces are in eV/Å.

natural (NBO) atomic charge list, values in e, 4 entries:
1. H 0.20
2. C -0.30
3. H 0.20
4. H 0.22

# 7
C23H18IrN5O4S | ωB97M-V with the def2-TZVPD basis set

Output
Total charge: +3
Expectation value of S²: 0.875
Multiplicity: 2
E_LUMO (spin up / spin down), Eh: -0.4575 / -0.4352
Gap between HOMO and LUMO (spin up / spin down), Eh: 0.17047 / 0.19280

The geometry in XYZ format:
```
52
Properties=species:S:1:pos:R:3:forces:R:3
Ir 0.5062 0.5018 -0.1054 0.551 -0.397 -5.427
N -0.7000 1.5573 -1.8463 0.744 -1.216 1.671
C -2.0967 -1.4422 0.5212 -1.364 -1.471 1.081
H 4.0673 0.1465 -3.6500 0.059 0.054 0.140
C 0.7979 1.8114 2.8226 0.032 0.240 0.352
H -4.1496 -1.1225 -0.0317 -0.123 -0.030 0.102
H -0.1503 -2.0470 1.2104 0.056 -0.035 0.030
H -3.8171 1.1077 -3.0553 -0.045 -0.121 0.120
C -3.9688 -2.5171 1.5974 -0.185 -0.098 0.136
C 2.8008 -1.5112 -4.1919 -0.027 0.241 0.215
N 1.2530 0.7842 2.1094 -0.105 -0.042 -0.820
H 0.7078 2.8161 4.7174 -0.052 0.083 0.047
C 2.3368 -0.0436 -2.3679 0.192 -0.138 -0.326
C 2.3981 -0.0377 4.0337 -0.208 0.131 -0.373
H 1.3263 -3.0613 -4.4490 -0.169 0.044 0.036
C -0.0261 2.7791 2.0307 0.152 -0.238 0.073
N -1.6009 -0.5697 -0.3978 2.110 2.900 -0.195
H -0.7816 3.9165 -4.2153 0.099 0.028 0.006
H -0.0940 -2.2217 -2.5847 -0.052 -0.042 0.053
C 1.8862 1.0095 4.7919 0.003 -0.028 -0.127
C 1.6294 -2.1907 -3.8856 -0.339 0.362 0.641
H -1.0491 -3.5270 2.9927 0.082 -0.051 -0.030
H -5.0326 -2.6890 1.6783 -0.035 0.030 0.039
N -2.3448 0.0636 -1.1710 -1.860 -2.275 0.853
N 1.1878 -0.6910 -2.0951 0.685 1.999 1.899
C 3.1662 -0.4085 -3.4328 -0.518 -0.077 0.273
O 3.5473 -1.9148 1.9987 0.034 -0.362 -0.257
H 4.0227 -1.7592 2.8318 -0.193 0.140 -0.092
C 0.8374 -1.7293 -2.8271 -0.614 -1.469 -0.590
O -0.2827 3.8970 2.6210 0.025 0.167 0.308
C -2.4189 2.5806 -3.7754 0.364 0.222 -0.058
C -1.2149 -2.1573 1.3584 -0.116 0.498 -0.389
C -1.9398 1.0385 -2.0062 0.598 0.807 -0.449
C -2.8309 1.5360 -2.9683 0.501 -0.306 0.576
O -0.3860 2.4875 0.8948 0.244 -1.021 -0.653
C -0.3184 2.5499 -2.6294 0.907 0.769 -0.173
H 0.6735 2.9480 -2.4611 0.018 -0.026 -0.017
O 1.9376 -1.2914 0.6565 -0.582 0.558 -0.390
H 2.1121 1.0847 5.8461 0.025 0.002 0.043
C 2.0649 -0.1076 2.6813 0.029 0.014 0.182
H -0.7851 4.5515 2.0968 0.014 -0.265 -0.065
C -1.1386 3.0954 -3.6129 -0.307 -0.359 0.251
S 2.6657 1.2462 -1.2637 -1.243 0.356 1.651
C -3.4937 -1.6495 0.6463 0.578 0.165 -0.372
C 1.0933 1.9676 4.1744 0.001 -0.100 -0.330
H -3.4813 -3.8332 3.2226 -0.023 -0.073 0.040
H 3.4273 -1.8352 -5.0104 0.030 -0.033 -0.047
C 2.5322 -1.1623 1.7192 0.016 0.424 0.539
H -3.0869 3.0027 -4.5111 -0.066 -0.015 -0.081
C -1.7154 -2.9954 2.3299 -0.171 -0.092 0.117
C -3.0927 -3.1755 2.4599 0.200 0.177 -0.220
H 3.0191 -0.7884 4.5020 0.049 -0.032 0.009
```
Forces are in eV/Å.

natural (NBO) atomic charge list, values in e, 4 entries:
1. Ir 1.33
2. N -0.38
3. C 0.01
4. H 0.27

- Which value of multiplicity does entry 7 give?
  2